(1)
A 5-piece molecular cluster, C3H14NO6 overall in a non-equilibrium geometry. Source: the OMol25 dataset; level of theory: the ωB97M-V functional and the def2-TZVPD basis.

Atoms and positions in Å:
C  -0.75611  -2.53797  -1.13072
N  -1.82516  -2.00519  -0.35125
C  -1.29131  -1.59677  0.97937
C  -0.22557  -0.45347  0.79836
O  0.76130  -0.73296  1.51997
O  -0.51370  0.57532  0.16439
H  0.08985  -1.83437  -1.37809
H  -0.96299  -2.91842  -2.12351
H  -0.37544  -3.47797  -0.67805
H  -2.35501  -1.27972  -0.73970
H  -0.90123  -2.48204  1.38808
H  -2.10950  -1.07069  1.59563
H  3.10106  1.18109  1.25805
H  2.36913  -0.10305  1.02471
O  3.23975  0.31412  0.94489
H  0.82860  2.78495  0.88847
H  2.08168  2.77957  0.03533
O  1.69636  3.13677  0.78470
H  0.57143  1.26630  -0.96868
H  2.07695  1.15634  -0.66207
O  1.45486  1.60888  -1.22647
H  -3.08504  2.06391  -0.53263
H  -1.66727  1.43282  -0.67554
O  -2.20262  2.19257  -0.91524

Summary:
Charge: -1
Calculated total energy: -628.976101 hartree
Energy relative to the best compared isomer or geometry (same formula, charge and spin): 1.7202 eV
E_HOMO: -5.03 eV
Lowest unoccupied orbital energy: 3.52 eV
Strongest force on any atom: 4.3 eV/A
Orbital gap: 8.56 eV

***

(2)
An isolated ion of composition C4H9N2S and charge +1 in a non-equilibrium geometry. Source: the OMol25 dataset; level of theory: the ωB97M-V functional and the def2-TZVPD basis.

Atoms and positions in Å:
C  -0.71502  0.70657  0.51716
C  1.16069  1.28876  -0.71467
C  0.84684  -0.68417  0.77130
C  0.71366  -1.72540  -0.28760
N  -0.16968  1.60952  -0.21526
N  -1.87654  0.76153  1.06286
S  2.09518  0.48276  0.61374
H  1.04195  0.49912  -1.43986
H  1.65194  2.20188  -1.02151
H  0.55161  -1.14123  1.70193
H  -0.30515  -2.18880  -0.11624
H  1.56699  -2.38969  -0.08974
H  1.02465  -1.38556  -1.31738
H  -0.63123  2.36162  -0.61350
H  -2.33535  0.05272  1.74509
H  -2.46524  1.54040  0.81914

Summary:
Charge: +1
Calculated total energy: -665.197492 hartree
Energy relative to the best compared isomer or geometry (same formula, charge and spin): 2.5810 eV
E_HOMO: -13.42 eV
Lowest unoccupied orbital energy: -3.65 eV
Strongest force on any atom: 4.4 eV/A
Orbital gap: 9.77 eV

***

(3)
A 2-piece molecular cluster, C12H19NO overall in a non-equilibrium geometry. Source: the OMol25 dataset; level of theory: the ωB97M-V functional and the def2-TZVPD basis.

Atoms and positions in Å:
C  0.56541  -0.06561  -2.54315
C  0.79146  0.81441  -1.35157
N  1.71273  0.23206  -0.33497
C  1.86059  -1.20641  -0.26137
C  2.54431  1.01042  0.40300
C  2.29211  2.48679  0.48081
O  3.51756  0.54142  0.98687
H  1.36825  -0.34487  -3.22759
H  -0.05373  0.55997  -3.19617
H  0.10039  -1.01365  -2.30041
H  1.23935  1.77651  -1.60793
H  -0.09170  1.17172  -0.81930
H  2.04538  -1.46917  -1.31943
H  2.70756  -1.41182  0.35883
H  1.08667  -1.97004  -0.19072
H  2.66327  2.95209  -0.44201
H  1.21504  2.62587  0.58584
H  2.88621  3.04027  1.19893
C  -1.17487  0.53776  2.59731
C  -1.59089  -0.25987  1.38163
C  -2.52872  0.31739  0.52552
C  -3.18492  -0.50381  -0.38331
C  -2.72937  -1.80146  -0.58543
C  -1.76434  -2.35374  0.24671
C  -1.09555  -1.53592  1.15226
H  -1.99017  0.67818  3.29811
H  -0.84020  1.53967  2.30518
H  -0.29718  0.10532  3.07537
H  -2.63541  1.39267  0.56247
H  -3.75682  -0.09862  -1.21184
H  -3.23189  -2.48702  -1.25661
H  -1.39866  -3.37127  0.17511
H  -0.23186  -1.88925  1.69786

Summary:
Calculated total energy: -598.599677 hartree
Energy relative to the best compared isomer or geometry (same formula, charge and spin): 1.3228 eV
E_HOMO: -8.78 eV
Lowest unoccupied orbital energy: 0.76 eV
SMILES: CCN(C)C(C)=O.Cc1ccccc1
Strongest force on any atom: 3.0 eV/A
Orbital gap: 9.53 eV

***

(4)
A 2-piece molecular cluster, C3H3NO2 overall in a non-equilibrium geometry. Source: the OMol25 dataset; level of theory: the ωB97M-V functional and the def2-TZVPD basis.

Atoms and positions in Å:
C  1.62661  -1.72632  0.49980
C  2.25987  -0.88717  -1.70764
C  -0.06532  0.24846  0.49053
N  0.78056  -0.91351  0.63055
O  3.37105  -0.77490  -1.54291
O  2.37351  -2.59193  0.46314
H  -0.22765  0.39828  -0.57763
H  0.55756  1.16155  0.79868
H  -0.90650  0.18479  1.21932

Summary:
Calculated total energy: -321.320561 hartree
Energy relative to the best compared isomer or geometry (same formula, charge and spin): 1.5533 eV
E_HOMO: -10.28 eV
Lowest unoccupied orbital energy: 0.84 eV
Strongest force on any atom: 3.6 eV/A
Orbital gap: 11.12 eV

***

(5)
One molecule with the formula C4H11N3O2 in a non-equilibrium geometry. Source: the OMol25 dataset; level of theory: the ωB97M-V functional and the def2-TZVPD basis.

Atoms and positions in Å:
C  1.55155  0.76854  0.95550
N  -1.24296  1.62761  0.82552
C  -0.97812  0.29811  0.86047
C  0.39045  -0.20317  0.91205
H  -2.18051  1.88678  0.54937
H  -0.55554  2.20125  0.35204
H  -1.76183  -0.31757  1.28648
H  0.50365  -0.99642  1.65225
H  2.49010  0.22568  0.83266
H  1.60095  1.32175  1.90058
H  1.49464  1.49429  0.13984
C  0.09865  -0.99385  -0.71389
N  -0.08772  -2.37537  -0.51790
O  -0.79043  0.86672  -1.77056
O  1.23353  -0.76593  -1.47037
N  -1.13034  -0.39297  -1.06506
H  -1.32675  0.78323  -2.56807
H  1.00881  0.00114  -2.02110
H  0.66796  -2.82894  -0.02497
H  -0.98607  -2.60089  -0.11484

Summary:
Calculated total energy: -473.627056 hartree
Energy relative to the best compared isomer or geometry (same formula, charge and spin): 4.7813 eV
E_HOMO: -7.36 eV
Lowest unoccupied orbital energy: 0.76 eV
Strongest force on any atom: 3.9 eV/A
Orbital gap: 8.11 eV

***

(6)
One molecule with the formula C5H9N5S in a non-equilibrium geometry. Source: the OMol25 dataset; level of theory: the ωB97M-V functional and the def2-TZVPD basis.

Atoms and positions in Å:
C  -1.77234  -1.26261  1.82973
C  -1.30818  -1.75953  0.45758
S  -1.27690  -0.40109  -0.78532
C  0.25179  0.55257  -0.41954
C  -0.00863  2.01542  -0.67757
C  0.97158  2.78010  -1.44548
N  1.72827  3.42530  -2.03288
N  0.78276  0.14439  0.86502
N  1.84646  -0.47445  0.76229
N  2.27305  -0.72901  -0.44607
N  1.49239  0.05413  -1.36247
H  -1.10578  -0.60834  2.38048
H  -2.56703  -0.65890  1.63140
H  -2.03330  -2.01968  2.53770
H  -2.16481  -2.28314  0.05862
H  -0.43361  -2.36682  0.11110
H  -0.11876  2.37789  0.36537
H  -0.95128  2.30351  -1.10307
H  3.28807  -0.55439  -0.51015
H  1.10625  -0.53533  -2.21672

Summary:
Calculated total energy: -867.750550 hartree
Energy relative to the best compared isomer or geometry (same formula, charge and spin): 2.8389 eV
E_HOMO: -9.02 eV
Lowest unoccupied orbital energy: 0.62 eV
SMILES: CCS[C@@]1(CC#N)N=NNN1
Strongest force on any atom: 4.8 eV/A
Orbital gap: 9.64 eV

***

(7)
C9H15O5V as an isolated structure in a non-equilibrium geometry. Source: the OMol25 dataset; level of theory: the ωB97M-V functional and the def2-TZVPD basis.

Atoms and positions in Å:
C  -2.50524  2.08593  -0.24920
O  -2.02512  0.77416  0.04641
C  -2.37666  -0.23166  -0.80857
C  -2.01127  -1.56367  -0.27089
O  -0.70287  -1.40614  0.29093
C  -0.03213  -2.52459  0.78977
C  1.00527  -2.03773  1.75070
O  1.09917  -0.86286  2.04827
H  -2.21972  2.36036  -1.27367
H  -3.59703  2.10514  -0.14236
H  -2.01321  2.75775  0.46120
H  -2.74707  0.01732  -1.80178
H  -2.67223  -1.89605  0.54907
H  -2.01892  -2.31125  -1.07536
H  -0.72520  -3.19471  1.32687
H  1.68587  -2.79210  2.18243
H  0.46760  -3.09602  -0.01000
O  0.26888  2.19020  1.74744
C  1.13990  2.63960  0.72759
C  1.35697  1.56175  -0.32521
O  2.63475  0.88994  -0.12807
C  2.86755  -0.20344  -0.85618
C  1.96770  -1.00709  -1.45246
V  -0.06747  0.50283  0.84546
H  2.10617  3.00852  1.14040
H  0.66379  3.50057  0.20610
H  1.32812  1.94379  -1.35978
H  3.93904  -0.42612  -0.90106
H  2.33317  -1.94374  -1.87553
H  0.85016  -0.84069  -1.58253

Summary:
Calculated total energy: -1671.906285 hartree
Energy relative to the best compared isomer or geometry (same formula, charge and spin): 0.0000 eV
E_HOMO (spin up / spin down): -5.66 / -6.45 eV
Spin multiplicity: 5
Lowest unoccupied orbital energy (spin up / spin down): 0.15 / -0.57 eV
Strongest force on any atom: 1.9 eV/A
Orbital gap (spin up / spin down): 5.80 / 5.89 eV

***

(8)
A 7-piece molecular cluster, H14O6S2 overall in a non-equilibrium geometry. Source: the OMol25 dataset; level of theory: the ωB97M-V functional and the def2-TZVPD basis.

Atoms and positions in Å:
S  -2.49429  1.42087  3.32712
S  -2.72534  3.40012  3.57137
H  -1.82245  1.52989  2.13614
H  -3.37999  3.21886  4.65519
O  4.07254  -1.01168  -1.68564
H  3.71583  -0.34049  -1.10852
H  4.61511  -1.62435  -1.03094
O  0.22042  -2.28064  -1.14255
H  -0.75259  -2.16174  -1.03818
H  0.48105  -2.37358  -2.05836
O  0.55378  0.85774  -0.31365
H  -0.33468  1.17996  -0.60652
H  0.63062  1.33691  0.53008
O  -1.98836  -0.65726  -0.72433
H  -0.99507  -0.74132  -0.80041
H  -2.65113  -1.00086  -0.03837
O  2.37626  1.97873  -3.36961
H  2.34317  1.54864  -2.58277
H  2.81018  1.41094  -4.01408
O  -1.87108  -1.78915  1.79827
H  -1.59035  -2.57917  2.23280
H  -1.21361  -1.32241  2.26297

Summary:
Calculated total energy: -1256.119407 hartree
Energy relative to the best compared isomer or geometry (same formula, charge and spin): 2.8728 eV
E_HOMO: -8.58 eV
Lowest unoccupied orbital energy: 0.07 eV
SMILES: SS.O.O.O.O.O.O
Strongest force on any atom: 4.4 eV/A
Orbital gap: 8.65 eV

***

Copy entry 5 word for word.
One molecule with the formula C4H11N3O2 in a non-equilibrium geometry. Source: the OMol25 dataset; level of theory: the ωB97M-V functional and the def2-TZVPD basis.

Atoms and positions in Å:
C  1.55155  0.76854  0.95550
N  -1.24296  1.62761  0.82552
C  -0.97812  0.29811  0.86047
C  0.39045  -0.20317  0.91205
H  -2.18051  1.88678  0.54937
H  -0.55554  2.20125  0.35204
H  -1.76183  -0.31757  1.28648
H  0.50365  -0.99642  1.65225
H  2.49010  0.22568  0.83266
H  1.60095  1.32175  1.90058
H  1.49464  1.49429  0.13984
C  0.09865  -0.99385  -0.71389
N  -0.08772  -2.37537  -0.51790
O  -0.79043  0.86672  -1.77056
O  1.23353  -0.76593  -1.47037
N  -1.13034  -0.39297  -1.06506
H  -1.32675  0.78323  -2.56807
H  1.00881  0.00114  -2.02110
H  0.66796  -2.82894  -0.02497
H  -0.98607  -2.60089  -0.11484

Summary:
Calculated total energy: -473.627056 hartree
Energy relative to the best compared isomer or geometry (same formula, charge and spin): 4.7813 eV
E_HOMO: -7.36 eV
Lowest unoccupied orbital energy: 0.76 eV
Strongest force on any atom: 3.9 eV/A
Orbital gap: 8.11 eV